[1]
DFT (the ωB97M-V functional and the def2-TZVPD basis) results for a 2-piece molecular cluster, C4H11N3O2 overall.

```
! wB97M-V def2-TZVPD RIJCOSX def2/J DEFGRID3
* xyz 0 1
H -0.9223 0.8427 0.9480
N -0.7706 -0.1567 0.8952
C -1.7669 -0.9329 1.1618
N -1.9178 -2.0595 0.3111
N -2.8395 -0.8260 2.0360
C -3.0337 0.5282 2.4935
H -1.8957 -2.9696 0.7575
H -0.9906 -2.0313 -0.1640
H -3.5086 -1.5655 1.9198
H -3.4421 1.1338 1.6083
H -2.1236 0.9961 2.8481
H -3.9415 0.6488 3.0902
C 3.4427 0.1919 -2.7061
C 2.4612 0.8968 -1.8046
O 1.4937 1.5596 -2.0396
O 2.8897 0.7568 -0.5301
H 3.5625 -0.8797 -2.6028
H 4.4208 0.4571 -2.2563
H 3.4453 0.4899 -3.7304
H 2.5024 1.3571 0.1278
*
```

The lowest unoccupied orbital energy comes out at 0.03048 Ha. The relative energy (zero: lowest compared OMol25 entry of this formula, charge and spin) comes out at 172.6 kJ/mol. Its SMILES is [H]/N=C(/N)NC.CC(=O)O. As for the max |F|: 3.53 eV Å⁻¹. Its calculated total energy is -12891.04060 eV.



[2]
DFT (the ωB97M-V functional and the def2-TZVPD basis) results for a 2-piece molecular cluster, C4H11N3O2 overall.

```
! wB97M-V def2-TZVPD RIJCOSX def2/J DEFGRID3
* xyz 0 1
H -0.8599 3.8618 -0.8666
N -0.5182 2.9777 -1.2138
C -1.2232 1.9683 -1.5428
N -2.5959 1.8478 -1.2872
N -0.5848 0.8151 -1.9849
C -0.3465 -0.2214 -0.9630
H -2.8878 1.1708 -1.9897
H -3.1149 2.7058 -1.4056
H -0.0580 0.8355 -2.8397
H -0.8390 0.1715 -0.0757
H 0.6854 -0.3230 -0.6244
H -0.6343 -1.2168 -1.2821
C 1.9277 -0.5035 1.5702
C 1.2619 -1.8117 1.7523
O 0.0470 -1.9049 1.8219
O 1.9682 -2.9683 1.8425
H 1.2580 0.2946 1.2610
H 2.6203 -0.6987 0.7191
H 2.3345 -0.1929 2.5373
H 1.2561 -3.6063 1.7483
*
```

The lowest unoccupied orbital energy comes out at 0.02867 Ha. The relative energy (zero: lowest compared OMol25 entry of this formula, charge and spin) comes out at 173.9 kJ/mol. Its SMILES is [H]/N=C(\N)NC.CC(=O)O. As for the max |F|: 2.95 eV Å⁻¹. Its calculated total energy is -12891.02800 eV.



[3]
DFT (the ωB97M-V functional and the def2-TZVPD basis) results for a 2-piece molecular cluster, C4H11N3O2 overall.

```
! wB97M-V def2-TZVPD RIJCOSX def2/J DEFGRID3
* xyz 0 1
H 1.6198 -1.2418 -0.3106
N 0.9187 -1.0935 -1.0124
C -0.3140 -1.2192 -0.7903
N -0.8532 -1.5732 0.4682
N -1.2389 -0.9947 -1.7633
C -0.8161 -0.6334 -3.1099
H -1.8563 -1.6160 0.4859
H -0.2936 -2.2954 0.8827
H -2.2063 -1.1160 -1.5366
H -0.4466 0.3853 -3.1206
H -1.6144 -0.8081 -3.7860
H -0.0017 -1.2906 -3.3715
C 1.0634 1.6500 1.1629
C 1.1101 1.6320 2.6821
O 1.9274 1.0904 3.3655
O -0.0010 2.2344 3.1846
H 0.0627 1.3527 0.8994
H 1.6529 0.7807 0.9254
H 1.3010 2.5411 0.5941
H -0.0139 2.2154 4.1506
*
```

The lowest unoccupied orbital energy comes out at 0.02572 Ha. The relative energy (zero: lowest compared OMol25 entry of this formula, charge and spin) comes out at 86.6 kJ/mol. Its SMILES is [H]/N=C(\N)NC.CC(=O)O. As for the max |F|: 1.87 eV Å⁻¹. Its calculated total energy is -12891.93238 eV.



[4]
DFT (the ωB97M-V functional and the def2-TZVPD basis) results for a 2-piece molecular cluster, C4H11N3O2 overall.

```
! wB97M-V def2-TZVPD RIJCOSX def2/J DEFGRID3
* xyz 0 1
H 0.5001 -0.5877 -0.5123
N -0.1100 -0.6261 0.2942
C -0.8373 -1.5828 0.6648
N -1.4749 -2.5021 -0.1927
N -1.3440 -1.6201 1.9502
C -0.6342 -0.9041 2.9892
H -1.3676 -2.1693 -1.1357
H -1.3588 -3.4684 0.0422
H -2.3070 -1.8283 2.1279
H 0.3958 -1.2244 3.0815
H -1.1660 -1.0682 3.9140
H -0.6432 0.1796 2.8731
C 1.4054 2.9228 -2.3148
C 1.0973 1.7133 -1.4857
O 1.6511 0.6451 -1.5989
O 0.2963 2.0287 -0.4650
H 0.6981 3.6883 -2.1133
H 1.4667 2.6599 -3.3658
H 2.3366 3.3597 -1.9501
H 0.0507 1.4381 0.2680
*
```

The lowest unoccupied orbital energy comes out at 0.03102 Ha. The relative energy (zero: lowest compared OMol25 entry of this formula, charge and spin) comes out at 87.2 kJ/mol. Its SMILES is [H]/N=C(\N)NC.CC(=O)O. As for the max |F|: 2.17 eV Å⁻¹. Its calculated total energy is -12891.92657 eV.



[5]
DFT (the ωB97M-V functional and the def2-TZVPD basis) results for a 2-piece molecular cluster, C4H11N3O2 overall.

```
! wB97M-V def2-TZVPD RIJCOSX def2/J DEFGRID3
* xyz 0 1
H -0.1452 1.4699 -1.0958
N 0.1303 0.9036 -0.3039
C 0.1314 1.1987 0.9353
N -0.7619 2.0073 1.5596
N 1.1542 0.7670 1.7688
C 2.3219 0.1604 1.1667
H -0.6750 2.2919 2.5167
H -1.6769 2.1297 1.1692
H 0.7752 0.2952 2.5786
H 2.1656 -0.8475 0.7936
H 3.1368 0.1265 1.9002
H 2.6912 0.7951 0.3652
C -1.9547 -1.2369 -1.5963
C -0.6733 -1.8950 -2.0349
O -0.6932 -2.9511 -2.6207
O 0.4782 -1.2977 -1.7358
H -2.1599 -1.7046 -0.6353
H -2.7730 -1.5276 -2.2424
H -1.9841 -0.1730 -1.3815
H 0.5124 -0.5120 -1.1072
*
```

The lowest unoccupied orbital energy comes out at 0.01584 Ha. The relative energy (zero: lowest compared OMol25 entry of this formula, charge and spin) comes out at 79.2 kJ/mol. Its SMILES is [H]/N=C(\N)NC.CC(=O)O. As for the max |F|: 1.59 eV Å⁻¹. Its calculated total energy is -12892.00922 eV.



[6]
DFT (the ωB97M-V functional and the def2-TZVPD basis) results for a 2-piece molecular cluster, C4H11N3O2 overall.

```
! wB97M-V def2-TZVPD RIJCOSX def2/J DEFGRID3
* xyz 0 1
C -1.1881 1.2528 1.8009
C -1.5040 0.7381 0.4317
O -2.1455 1.3340 -0.4041
C -0.8879 -0.6280 0.1054
C -1.2877 -1.1926 -1.2287
O -0.2817 -1.2710 0.9536
H -1.7467 0.6662 2.5288
H -1.4600 2.2990 1.8852
H -0.1297 1.1085 2.0154
H -1.0997 -0.4641 -2.0179
H -2.3620 -1.3780 -1.2180
H -0.7647 -2.1246 -1.4288
N 2.1208 -0.2259 -1.4764
N 1.7278 0.6225 -0.4126
N 2.0917 0.1327 0.8345
H 2.0748 0.2888 -2.3473
H 1.5648 -1.0818 -1.5430
H 0.6731 0.7589 -0.3885
H 3.0699 -0.1328 0.8087
H 1.5347 -0.7026 1.1009
*
```

The lowest unoccupied orbital energy comes out at -0.02531 Ha. The relative energy (zero: lowest compared OMol25 entry of this formula, charge and spin) comes out at 339.4 kJ/mol. Its SMILES is CC(=O)C(C)=O.NNN. As for the max |F|: 1.84 eV Å⁻¹. Its calculated total energy is -12889.31255 eV.



[7]
DFT (the ωB97M-V functional and the def2-TZVPD basis) results for a 2-piece molecular cluster, C4H11N3O2 overall.

```
! wB97M-V def2-TZVPD RIJCOSX def2/J DEFGRID3
* xyz 0 1
H 0.4361 1.2019 -2.3783
N 0.1783 0.3151 -1.9679
C 1.1533 -0.2445 -1.2860
N 2.2700 0.4762 -1.0369
N 1.0494 -1.4759 -0.7358
C -0.2767 -2.1105 -0.8160
H 3.1252 0.0322 -0.7423
H 2.2888 1.4692 -1.1508
H 1.8188 -2.1186 -0.6800
H -0.7843 -1.7893 -1.7485
H -0.9027 -1.5575 -0.0871
H -0.3506 -3.1667 -0.6742
C -0.7711 1.8152 1.8689
C -1.7658 0.6851 2.0092
O -2.1364 0.1680 3.0309
O -2.1239 0.0316 0.8815
H 0.2485 1.4358 1.8496
H -0.8150 2.4308 2.7670
H -0.9232 2.2452 0.8885
H -1.7187 0.1566 0.0083
*
```

The lowest unoccupied orbital energy comes out at 0.02038 Ha. The relative energy (zero: lowest compared OMol25 entry of this formula, charge and spin) comes out at 133.7 kJ/mol. Its SMILES is [H]/N=C(\N)NC.CC(=O)O. As for the max |F|: 3.03 eV Å⁻¹. Its calculated total energy is -12891.44476 eV.



Repeat the seventh record exactly.
DFT (the ωB97M-V functional and the def2-TZVPD basis) results for a 2-piece molecular cluster, C4H11N3O2 overall.

```
! wB97M-V def2-TZVPD RIJCOSX def2/J DEFGRID3
* xyz 0 1
H 0.4361 1.2019 -2.3783
N 0.1783 0.3151 -1.9679
C 1.1533 -0.2445 -1.2860
N 2.2700 0.4762 -1.0369
N 1.0494 -1.4759 -0.7358
C -0.2767 -2.1105 -0.8160
H 3.1252 0.0322 -0.7423
H 2.2888 1.4692 -1.1508
H 1.8188 -2.1186 -0.6800
H -0.7843 -1.7893 -1.7485
H -0.9027 -1.5575 -0.0871
H -0.3506 -3.1667 -0.6742
C -0.7711 1.8152 1.8689
C -1.7658 0.6851 2.0092
O -2.1364 0.1680 3.0309
O -2.1239 0.0316 0.8815
H 0.2485 1.4358 1.8496
H -0.8150 2.4308 2.7670
H -0.9232 2.2452 0.8885
H -1.7187 0.1566 0.0083
*
```

The lowest unoccupied orbital energy comes out at 0.02038 Ha. The relative energy (zero: lowest compared OMol25 entry of this formula, charge and spin) comes out at 133.7 kJ/mol. Its SMILES is [H]/N=C(\N)NC.CC(=O)O. As for the max |F|: 3.03 eV Å⁻¹. Its calculated total energy is -12891.44476 eV.



Question: What is the formula in the sixth record?
Answer: C4H11N3O2



Question: What is the calculated total energy in the fifth record?
Answer: -12892.00922 eV